The following is a DFT calculation (ωB97M-V/def2-TZVPD) of a 2-piece molecular cluster, C3H2Br2F2 overall.

Computed properties:
Charge: 0
HOMO level (spin up / spin down), eV: -9.30 / -8.31
Kohn-Sham gap (spin up / spin down), eV: 9.65 / 6.46

The geometry in XYZ format:
```
9
Properties=species:S:1:pos:R:3:forces:R:3
C -1.150 -0.939 0.778 -0.756 -0.040 -0.105
C -1.150 0.345 1.001 -0.548 -0.136 -0.978
C 1.662 0.609 -0.689 0.415 0.989 3.168
F 1.303 0.839 -1.898 -0.229 -0.106 -1.747
F 1.908 -0.702 -0.421 0.263 1.615 -0.380
Br -2.354 -2.077 -0.474 1.178 1.346 1.189
Br -1.866 1.939 0.431 0.203 -0.668 0.180
H -0.513 -1.536 1.416 -0.057 -0.501 -0.343
H 2.161 1.521 -0.144 -0.469 -2.500 -0.986
```
Forces are in eV/Å.

The following is a DFT calculation (ωB97M-V/def2-TZVPD) of C3H2Br2F6NO4PtS2 as an isolated structure.

Computed properties:
Charge: +1
HOMO level, eV: -14.51
Kohn-Sham gap, eV: 8.97

The geometry in XYZ format:
```
21
Properties=species:S:1:pos:R:3:forces:R:3
Pt -0.497 0.194 1.199 -0.143 -0.006 -0.054
Br 1.589 1.052 2.071 0.022 0.030 0.030
C 0.779 2.817 2.205 -0.006 -0.012 -0.022
Br -0.902 2.630 1.232 -0.016 0.073 0.050
H 1.403 3.552 1.710 0.001 0.007 0.010
H 0.562 3.045 3.241 0.002 0.005 0.000
F 2.448 -4.589 1.117 -0.025 -0.034 -0.021
C 1.252 -4.088 1.339 -0.073 0.043 -0.079
F 1.032 -3.970 2.637 0.009 0.012 -0.009
F 0.315 -4.842 0.789 -0.016 -0.029 -0.004
S 1.210 -2.404 0.555 0.212 0.121 0.350
O 1.210 -2.526 -0.854 -0.034 -0.108 0.001
O 2.174 -1.627 1.270 0.028 0.034 -0.131
N -0.254 -1.811 1.137 -0.034 -0.199 -0.154
S -1.703 -2.109 0.474 -0.018 0.187 -0.058
O -1.796 -2.965 -0.640 -0.040 0.007 0.016
O -2.185 -0.686 0.373 0.129 -0.133 0.038
C -2.685 -2.836 1.874 0.020 -0.003 0.011
F -2.604 -2.029 2.918 -0.011 -0.009 0.007
F -2.172 -4.015 2.160 -0.011 0.016 0.011
F -3.931 -2.948 1.469 0.000 -0.001 0.007
```
Forces are in eV/Å.

The following is a DFT calculation (ωB97M-V/def2-TZVPD) of C3H2Br3O2 as an isolated structure.

Computed properties:
Charge: -1
HOMO level, eV: -4.54
Kohn-Sham gap, eV: 7.37

The geometry in XYZ format:
```
10
Properties=species:S:1:pos:R:3:forces:R:3
C 0.328 0.059 1.758 -0.639 -0.743 -2.372
C 0.021 0.624 0.040 -1.550 0.449 -0.224
C -0.109 -0.395 -0.883 -0.189 -1.256 -1.334
O 0.594 1.046 2.332 0.776 2.437 2.126
O 0.183 -1.115 1.815 -0.061 -2.038 1.082
Br -1.738 -1.321 -0.648 -0.637 -0.670 -0.158
Br -0.446 0.464 -3.087 0.093 0.035 0.307
Br 1.320 -1.604 -1.245 0.287 0.111 0.107
H -1.035 1.020 0.044 1.558 0.699 0.546
H 0.880 1.222 -0.126 0.362 0.975 -0.080
```
Forces are in eV/Å.

The following is a DFT calculation (ωB97M-V/def2-TZVPD) of C3H2Br4 as an isolated structure.

Computed properties:
Charge: 0
HOMO level (spin up / spin down), eV: -10.44 / -9.32
Kohn-Sham gap (spin up / spin down), eV: 8.64 / 6.00

The geometry in XYZ format:
```
9
Properties=species:S:1:pos:R:3:forces:R:3
C -0.110 0.267 1.129 0.079 0.145 0.075
C -0.405 0.782 -0.221 0.395 -0.425 0.080
C -0.944 -0.526 0.138 -0.146 -0.408 -0.125
Br 0.763 1.279 -1.553 -0.134 0.102 -0.091
Br 3.469 0.401 -2.699 -0.241 0.006 0.155
Br -0.218 -2.137 -0.642 -0.074 0.461 0.175
Br -2.836 -0.693 0.507 0.330 0.165 -0.101
H 0.903 -0.058 1.353 -0.046 -0.086 -0.148
H -0.623 0.685 1.986 -0.161 0.042 -0.019
```
Forces are in eV/Å.

The following is a DFT calculation (ωB97M-V/def2-TZVPD) of a single C3H2BrCl5 molecule.

Computed properties:
Charge: 0
HOMO level, eV: -10.65
Kohn-Sham gap, eV: 10.93

The geometry in XYZ format:
```
11
Properties=species:S:1:pos:R:3:forces:R:3
Cl 2.375 -1.566 -0.481 0.085 0.053 0.510
C 1.306 -0.152 -0.088 0.257 -1.707 -0.394
Cl 1.652 0.488 1.485 0.666 0.633 0.356
C -0.178 -0.640 -0.095 -0.123 3.105 -1.094
Cl -0.463 -1.407 -1.695 -0.507 0.528 0.792
Cl -0.398 -1.711 1.236 -0.628 -0.443 0.097
C -1.128 0.826 0.107 0.305 -2.310 1.240
Cl -1.072 1.966 -1.171 0.216 0.013 -0.957
Br -2.962 0.334 0.603 0.353 0.040 -0.393
H 1.660 0.478 -0.888 -0.882 0.825 0.025
H -0.792 1.383 0.987 0.258 -0.739 -0.181
```
Forces are in eV/Å.

The following is a DFT calculation (ωB97M-V/def2-TZVPD) of a 2-piece molecular cluster, C3H2BrCl5 overall.

Computed properties:
Charge: 0
HOMO level (spin up / spin down), eV: -6.57 / -10.88
2S+1: 3
⟨S²⟩: 2.009
Kohn-Sham gap (spin up / spin down), eV: 7.04 / 7.77

The geometry in XYZ format:
```
11
Properties=species:S:1:pos:R:3:forces:R:3
C 0.947 0.970 0.199 -0.435 2.800 -3.300
C -1.734 -0.070 -0.253 -1.807 -4.824 -1.089
C -0.419 1.577 0.112 2.286 3.744 1.834
Cl 2.044 2.203 0.765 0.994 0.399 0.802
Cl 1.530 0.521 -1.453 -0.339 -0.400 0.285
Cl -1.241 -1.306 0.876 -0.394 0.354 0.471
Cl -1.007 2.121 1.686 0.256 -0.570 -0.689
Cl -0.751 2.674 -1.131 -0.036 -0.079 -0.253
Br -3.443 0.640 -0.132 -0.101 -0.311 -0.227
H 0.942 0.120 0.739 0.299 -2.529 2.126
H -1.337 -0.533 -1.185 -0.724 1.416 0.040
```
Forces are in eV/Å.

The following is a DFT calculation (ωB97M-V/def2-TZVPD) of a 2-piece molecular cluster, C3H2BrNO2 overall.

Computed properties:
Charge: 0
HOMO level (spin up / spin down), eV: -9.86 / -9.93
Kohn-Sham gap (spin up / spin down), eV: 5.21 / 5.19

The geometry in XYZ format:
```
9
Properties=species:S:1:pos:R:3:forces:R:3
C 1.007 0.145 0.769 -0.262 1.849 0.777
C -0.630 -0.099 -0.534 0.143 1.244 -1.722
C -0.348 0.911 0.649 0.856 -0.175 -0.687
N 0.643 -0.544 -0.327 -1.455 -2.694 -2.760
O 2.003 0.273 1.370 0.960 -0.149 1.018
O -1.509 -0.245 -1.318 0.588 -0.527 0.560
Br 0.258 -2.923 -2.335 0.191 1.190 1.018
H -1.100 0.481 1.235 -0.937 -0.013 2.007
H -0.324 2.001 0.491 -0.084 -0.726 -0.211
```
Forces are in eV/Å.

The following is a DFT calculation (ωB97M-V/def2-TZVPD) of an isolated ion of composition C3H2BrO2S and charge -1.

Computed properties:
Charge: -1
HOMO level (spin up / spin down), eV: -3.96 / -3.96
Kohn-Sham gap (spin up / spin down), eV: 7.44 / 7.44

The geometry in XYZ format:
```
9
Properties=species:S:1:pos:R:3:forces:R:3
O -1.498 0.891 1.322 -0.081 -0.846 -0.830
S -0.070 0.829 1.019 -2.522 1.046 1.331
O 0.582 1.690 1.960 1.860 0.838 -0.333
Br 0.698 -1.283 1.778 0.176 -0.735 0.105
C 0.044 0.892 -0.893 2.636 -1.470 0.207
C 0.755 -0.643 -1.307 -2.542 2.308 1.033
C -0.542 -0.372 -1.242 1.687 -0.557 -1.101
H 1.574 -1.347 -1.237 -0.229 0.327 -0.396
H -1.542 -0.657 -1.401 -0.983 -0.909 -0.016
```
Forces are in eV/Å.

The following is a DFT calculation (ωB97M-V/def2-TZVPD) of a single C3H2Cl2 molecule.

Computed properties:
Charge: 0
HOMO level, eV: -9.96
Kohn-Sham gap, eV: 10.82

The geometry in XYZ format:
```
7
Properties=species:S:1:pos:R:3:forces:R:3
Cl 2.588 1.593 -0.038 0.328 -0.451 0.337
C 1.742 0.031 0.040 -1.318 -0.438 0.441
Cl 2.794 -1.433 -0.053 -0.205 0.860 0.064
C 0.452 0.015 -0.616 -0.793 1.186 -1.997
C 0.347 -0.057 0.672 1.091 -0.653 1.672
H 0.056 0.350 -1.621 0.247 -1.003 1.463
H -0.146 -0.207 1.691 0.652 0.500 -1.981
```
Forces are in eV/Å.

The following is a DFT calculation (ωB97M-V/def2-TZVPD) of C3H2Cl2F24NO8P4S2V3 as an isolated structure.

Computed properties:
Charge: -1
HOMO level (spin up / spin down), eV: -5.96 / -7.95
2S+1: 10
⟨S²⟩: 24.822
Kohn-Sham gap (spin up / spin down), eV: 6.34 / 8.94

The geometry in XYZ format:
```
49
Properties=species:S:1:pos:R:3:forces:R:3
V -0.108 -0.932 1.925 0.009 2.098 -1.169
V -1.510 2.248 0.922 1.994 -3.239 -1.804
V -1.375 -0.665 -1.383 1.269 0.640 1.290
P -2.366 -0.168 0.937 0.434 -0.109 -0.282
O -0.824 0.307 0.444 6.827 1.633 -1.448
O -1.741 -1.564 0.581 -1.831 -3.389 0.588
O -2.589 0.806 -0.283 -5.113 2.099 -1.042
O -1.773 0.519 2.225 -2.733 1.068 3.903
P -2.322 4.509 -0.654 -0.363 1.604 -0.569
F -1.327 5.511 -1.340 0.334 -0.070 0.092
F -3.174 4.336 -1.959 -0.071 -0.414 -0.177
F -1.364 3.219 -1.025 0.371 -0.165 0.260
F -3.255 3.373 0.123 -0.349 -0.169 0.852
F -1.452 4.580 0.775 -0.166 -0.566 0.106
F -3.260 5.677 -0.126 0.015 -0.221 0.233
P 0.041 0.924 -3.496 -0.852 1.833 -0.836
F -1.544 1.118 -3.044 -0.269 -0.107 0.215
F 0.361 0.841 -1.896 0.313 -0.482 -0.181
F -0.360 -0.692 -3.495 0.587 -0.366 0.237
F 1.548 0.678 -3.854 0.267 -0.685 0.037
F -0.392 1.002 -5.030 0.048 -0.288 -0.039
F 0.238 2.503 -3.452 0.072 0.030 0.109
P 1.354 2.624 2.297 0.067 0.401 -0.117
F 1.552 4.190 2.359 -0.093 0.180 -0.152
F 1.670 2.450 3.831 -0.009 -0.094 0.131
F -0.259 2.865 2.648 -0.994 -0.340 0.428
F 1.073 0.986 2.196 0.078 -0.216 0.530
F 0.781 2.686 0.749 -0.122 -0.043 -0.458
F 2.818 2.407 1.810 0.279 -0.143 -0.144
C 0.999 -4.301 0.064 0.424 0.141 0.133
F 1.506 -4.597 1.265 -0.364 -0.100 -0.418
F 1.488 -5.148 -0.842 -0.417 0.194 0.327
F -0.333 -4.381 0.115 0.479 -0.222 0.035
S 1.489 -2.559 -0.429 -1.422 1.272 0.506
O 2.656 -2.621 -1.214 0.971 -0.277 -0.078
O 0.313 -2.052 -1.103 0.026 -0.291 0.283
N 1.635 -1.762 1.044 0.209 -1.375 -2.017
S 3.170 -1.786 1.586 0.562 -0.223 1.036
O 3.135 -1.349 2.948 -0.373 0.224 0.008
O 3.850 -3.002 1.271 -0.124 -0.008 -0.093
C 4.077 -0.453 0.635 -0.202 0.097 -0.369
F 5.172 -0.986 0.096 -0.150 0.139 0.033
F 3.297 0.034 -0.328 0.211 0.025 0.129
F 4.425 0.522 1.454 0.179 -0.216 -0.022
C -3.362 -4.392 0.240 0.212 -0.185 0.030
Cl -3.047 -4.250 -1.497 -0.052 0.101 -0.079
Cl -5.082 -4.285 0.622 -0.031 0.099 0.024
H -3.017 -5.370 0.553 0.003 -0.020 -0.017
H -2.814 -3.601 0.738 -0.140 0.145 -0.045
```
Forces are in eV/Å.

no.,DFT total energy (a.u.)
1,-5463.0669
2,-7133.8013
3,-7988.0761
4,-10411.4237
5,-4990.4596
6,-4990.2931
7,-2894.5912
8,-3238.0799
9,-1035.7963
10,-9084.0031